21
Properties=species:S:1:pos:R:3:forces:R:3 method="wB97M-V/def2-TZVPD" homo_ev=-9.70 smiles="CCC(N)=O.CCO" e_tot_ev=-10980.0628 e_above_lowest_kj_mol=175.2
O -0.702 -0.080 2.000 -3.0 -0.4 -2.5
O 0.601 1.598 -2.834 0.5 -0.9 0.7
N 1.681 2.706 -1.142 -1.2 -3.1 -1.5
C 1.768 -0.899 -1.646 0.5 -1.8 -1.8
C -2.692 -1.373 1.090 5.4 0.5 -0.3
C 1.306 0.253 -0.879 -1.1 1.2 0.9
C -2.038 -0.591 2.314 -0.8 -0.4 0.0
C 1.169 1.484 -1.766 0.1 3.5 1.0
H 1.582 3.569 -1.622 0.0 0.4 -0.4
H -2.959 -0.847 0.185 0.1 0.8 0.1
H 2.076 0.413 -0.132 -0.2 0.6 0.4
H -0.164 -0.165 2.735 1.5 -0.3 2.3
H -2.019 -1.233 3.222 0.3 -0.1 -0.8
H -3.393 -2.099 1.208 -2.6 -1.6 1.5
H 2.125 -1.720 -1.035 -0.1 -0.1 0.5
H 0.308 0.103 -0.355 1.2 0.1 -0.5
H 2.206 2.655 -0.314 0.6 0.0 0.9
H -2.664 0.226 2.675 0.0 0.4 -0.5
H 2.671 -0.615 -2.239 -0.9 -0.3 0.0
H 0.947 -1.321 -2.254 0.7 0.3 -0.2
H -1.810 -2.065 0.788 -1.1 1.2 0.1


21
Properties=species:S:1:pos:R:3:forces:R:3 method="wB97M-V/def2-TZVPD" homo_ev=-9.37 smiles=C[C@@H](O)CCNCO e_tot_ev=-10979.9569 e_above_lowest_kj_mol=185.4
O -0.256 -1.543 2.366 0.9 -0.6 -0.9
O -1.809 0.579 -2.969 0.7 -0.8 -0.4
N -0.696 0.757 -0.938 0.2 -0.4 1.1
C 1.936 -1.397 1.366 0.9 0.8 -0.4
C -0.526 0.717 -2.356 -0.6 1.0 -0.8
C 0.413 1.235 -0.087 0.1 -0.5 -0.2
C 0.511 -0.891 1.334 -1.2 -0.5 -0.6
C 0.336 0.635 1.328 0.2 0.2 0.5
H -0.576 1.007 1.807 -0.3 -0.6 -0.1
H 1.129 0.983 1.999 0.1 0.5 -0.4
H -0.635 -0.866 2.886 -0.7 1.0 1.0
H -2.451 0.872 -2.332 -0.4 0.3 0.5
H 0.083 -1.271 0.398 0.0 0.0 0.1
H 2.216 -1.669 2.377 0.0 -0.3 0.1
H 0.312 2.315 -0.091 0.5 0.2 0.3
H 1.399 0.918 -0.451 0.0 0.3 -0.4
H -0.934 -0.161 -0.593 -0.3 -0.2 -0.3
H 2.667 -0.642 1.041 -0.3 0.2 0.1
H 0.113 -0.076 -2.756 0.0 -0.2 0.1
H 2.099 -2.185 0.634 -0.2 -0.5 0.4
H -0.138 1.678 -2.720 0.4 -0.1 0.4


21
Properties=species:S:1:pos:R:3:forces:R:3 method="wB97M-V/def2-TZVPD" homo_ev=-9.81 smiles="CC(C)CC(N)=O.O" e_tot_ev=-10979.9161 e_above_lowest_kj_mol=189.4
O -1.762 -0.806 0.201 1.1 -0.2 0.4
O -1.706 -1.367 -2.604 -0.3 -0.6 -0.8
N -0.405 -2.508 -0.108 -2.9 2.3 -1.1
C 1.871 1.585 0.705 0.2 -0.3 -3.0
C -0.554 1.605 -0.038 -2.1 -2.4 2.6
C 0.372 -0.408 1.257 0.9 -1.3 -1.0
C 0.638 0.693 0.165 2.7 0.6 0.8
C -0.640 -1.280 0.467 -2.0 -0.2 0.8
H 1.616 2.050 1.609 -0.8 1.1 1.1
H -0.962 -0.812 -2.482 2.1 0.7 -0.9
H 0.217 -3.218 0.020 2.4 -1.5 0.9
H -2.071 -1.037 -1.804 -1.9 -0.1 1.7
H 0.162 0.003 2.313 -0.6 -0.5 -2.0
H -1.200 -2.727 -0.752 1.2 0.1 0.8
H 2.021 2.316 -0.152 0.0 -0.3 1.4
H 0.925 0.331 -0.898 -0.2 -0.2 2.0
H -1.356 1.456 0.808 1.7 0.6 -1.5
H -0.289 2.580 -0.156 0.9 2.9 0.0
H 2.894 1.201 0.932 -0.9 -0.7 -0.6
H 1.298 -1.002 1.434 -0.4 0.3 -0.4
H -1.068 1.347 -0.916 -0.8 -0.5 -1.2


21
Properties=species:S:1:pos:R:3:forces:R:3 method="wB97M-V/def2-TZVPD" homo_ev=-9.73 smiles="CCCCNC=O.O" e_tot_ev=-10979.8828 e_above_lowest_kj_mol=192.6
O -2.131 -1.612 2.182 3.2 1.2 0.5
O -2.706 0.232 0.284 -1.3 -0.2 -1.6
N -1.194 0.348 -1.367 -5.0 0.0 2.8
C 2.790 0.045 -0.348 0.1 -3.0 0.4
C -0.264 -0.348 -0.550 2.6 -0.7 0.4
C 1.793 1.032 0.240 0.4 1.6 -1.4
C 0.415 0.484 0.576 -0.6 -0.4 1.4
C -2.567 0.303 -0.937 4.7 0.6 3.0
H 2.776 -1.049 0.029 -0.6 1.5 -0.4
H 2.719 -0.010 -1.442 -0.2 -0.1 0.3
H 0.627 -0.447 -1.241 -1.2 -1.1 0.6
H -3.357 0.395 -1.630 -0.9 0.2 -1.1
H -2.488 -0.896 1.682 -0.8 0.6 -0.7
H -0.271 1.300 0.900 0.5 -0.6 -0.1
H -2.720 -2.285 2.340 -2.3 -2.0 0.3
H -1.092 0.408 -2.305 0.8 -0.1 -3.4
H 0.584 -0.188 1.471 -0.5 0.6 -0.8
H 3.813 0.264 -0.181 1.0 0.9 0.3
H 1.782 1.698 -0.682 -0.7 0.2 1.4
H 2.176 1.659 1.096 -0.2 -0.9 -0.9
H -0.686 -1.334 -0.117 0.7 1.6 -0.9


21
Properties=species:S:1:pos:R:3:forces:R:3 method="wB97M-V/def2-TZVPD" homo_ev=-8.95 smiles=CCO[C@H](CN)CO e_tot_ev=-10978.4657 e_above_lowest_kj_mol=329.3
O 0.268 2.703 -1.039 1.0 0.4 0.6
O 0.707 -0.054 0.017 3.5 -0.7 1.2
N -0.827 -1.284 -1.682 -3.3 -0.4 -0.7
C -0.343 2.111 0.092 0.5 -1.9 -1.1
C -0.511 0.585 -0.105 0.5 0.8 -1.1
C 0.623 -1.991 1.228 -2.2 0.7 2.5
C -0.679 0.124 -1.573 0.1 2.2 0.6
C 1.147 -0.639 1.261 -3.7 2.7 -1.1
H 2.125 -0.474 1.531 2.8 -0.2 -0.6
H -0.459 -2.074 1.115 -0.2 0.6 0.0
H -1.372 0.773 -2.079 -1.0 -0.5 -0.5
H 0.261 0.434 -1.985 0.5 0.0 -0.5
H -1.315 2.460 0.101 -2.1 1.2 0.6
H -0.319 -1.722 -0.960 1.0 -0.4 0.6
H -1.818 -1.472 -1.400 1.0 -0.2 -0.6
H 0.206 2.321 1.003 -0.1 0.1 0.3
H 0.788 -2.410 2.162 0.5 -1.3 1.9
H 0.979 -2.609 0.525 2.0 -2.0 -2.7
H 1.159 2.895 -0.716 -0.1 0.1 -0.7
H 0.709 0.068 1.964 -0.8 -0.6 1.0
H -1.329 0.253 0.540 0.1 -0.5 0.3


21
Properties=species:S:1:pos:R:3:forces:R:3 method="wB97M-V/def2-TZVPD" homo_ev=-9.77 smiles="CC(C)[C@H](N)C=O.O" e_tot_ev=-10978.8840 e_above_lowest_kj_mol=289.0
O 2.208 1.840 3.256 1.3 1.4 0.4
O -1.572 0.957 1.542 0.4 1.1 2.2
N -1.962 -0.529 -1.564 2.5 6.1 0.2
C 0.871 -1.704 -0.919 1.5 0.3 1.2
C 0.842 0.957 -0.560 -0.5 -2.4 0.7
C -1.276 -0.485 -0.254 -1.5 -0.3 0.8
C 0.276 -0.493 -0.096 0.6 0.5 -1.2
C -1.911 0.723 0.434 -0.2 -0.9 -0.6
H 0.555 1.048 -1.626 0.4 0.4 0.5
H 1.771 -1.399 -1.534 -0.8 -0.2 0.8
H 1.611 1.710 2.563 -1.5 0.6 -2.3
H -1.393 0.329 -2.179 -2.2 -3.6 1.7
H -2.738 1.321 -0.038 0.5 -0.5 -0.2
H 1.257 -2.512 -0.148 -1.1 1.2 -2.0
H 0.494 -0.693 0.976 -0.2 0.5 -0.7
H 0.140 -2.022 -1.666 0.2 -0.6 0.4
H -1.776 -1.380 -1.929 0.7 -3.1 -2.2
H -1.638 -1.361 0.394 0.2 1.0 -1.1
H 2.007 1.044 3.679 0.1 -2.0 2.0
H 1.951 0.999 -0.418 -1.0 0.2 -0.2
H 0.283 1.648 0.087 0.7 0.3 -0.5


21
Properties=species:S:1:pos:R:3:forces:R:3 method="wB97M-V/def2-TZVPD" homo_ev=-9.48 smiles="C[C@@H](N)CCC=O.O" e_tot_ev=-10980.1290 e_above_lowest_kj_mol=168.8
O 0.492 -0.768 -3.265 -0.1 -0.1 0.4
O 1.509 1.041 3.369 0.3 -0.1 0.1
N -1.267 -1.144 -0.035 0.6 -0.6 0.0
C 0.700 0.384 0.428 -0.6 1.7 -1.2
C 1.095 0.097 2.748 -0.9 0.1 0.5
C -1.266 1.199 -0.890 0.3 -0.5 0.8
C -0.829 0.218 0.222 -0.1 0.4 1.2
C 1.584 -0.334 1.416 0.3 -1.2 0.1
H -2.198 0.792 -1.263 -0.2 0.3 -0.4
H 1.036 0.307 -0.614 0.8 -0.1 0.3
H 1.559 -1.435 1.334 -0.1 0.4 0.0
H -0.497 1.183 -1.673 -0.4 0.3 0.0
H 0.155 -0.412 3.082 0.4 0.0 0.1
H 0.282 -1.454 -2.613 0.2 0.1 -0.4
H 2.614 0.006 1.274 -0.1 0.0 0.0
H -1.331 0.481 1.166 0.0 0.1 -0.2
H -2.244 -1.264 0.191 0.0 0.0 -0.1
H 0.341 -1.155 -4.132 0.0 -0.1 0.1
H -1.440 2.201 -0.485 0.2 -0.1 -0.3
H -1.145 -1.395 -1.010 -0.1 0.0 0.0
H 0.849 1.452 0.750 -0.3 -0.6 -0.8


21
Properties=species:S:1:pos:R:3:forces:R:3 method="wB97M-V/def2-TZVPD" homo_ev="-13.96 / -13.85" s_squared=0.755 multiplicity=2 e_tot_ev=-10970.2819 charge=+1 e_above_lowest_kj_mol=245.2
O -3.553 0.284 -0.577 -0.5 0.6 0.2
O 2.327 0.110 -1.187 -0.7 0.5 0.0
N 0.462 -0.550 1.102 5.1 1.4 -1.1
C -2.425 -0.250 0.082 -0.4 -1.3 -2.7
C 1.826 -1.174 1.315 -1.2 -1.6 0.7
C -1.185 0.638 -0.228 -1.7 0.6 2.2
C 0.134 -0.123 -0.238 -2.3 0.7 -1.2
C 1.180 0.873 -0.795 2.7 0.0 1.5
H -2.248 -1.233 -0.390 0.2 0.0 0.4
H 2.837 0.702 -1.748 0.4 -0.2 -0.2
H 0.731 0.256 1.680 -2.2 0.4 0.5
H -2.759 -0.470 1.094 0.7 0.6 0.4
H 0.065 -0.950 -0.940 0.3 -0.4 0.2
H 2.586 -0.393 1.412 -0.3 0.4 -0.2
H 2.136 -1.883 0.566 -0.3 -0.2 -0.3
H 1.479 1.517 0.050 -0.1 0.0 0.1
H -1.426 1.334 -1.030 0.3 -0.9 -0.9
H -3.674 -0.038 -1.480 0.3 -0.1 0.3
H 1.783 -1.652 2.306 0.1 0.0 -0.2
H 0.954 1.612 -1.559 -1.2 -0.6 -0.4
H -1.231 1.389 0.564 0.7 0.0 0.5


22
Properties=species:S:1:pos:R:3:forces:R:3 method="wB97M-V/def2-TZVPD" homo_ev=-0.19 e_tot_ev=-21812.6361 charge=-2 e_above_lowest_kj_mol=0.0
S -4.565 -1.424 -0.125 0.9 0.2 0.4
O 2.303 1.500 -0.812 1.4 1.4 -1.7
O 1.183 3.425 -2.106 -0.4 -0.3 1.8
N 0.742 -0.878 1.111 -1.6 -0.2 0.4
C -0.318 -1.080 0.078 2.6 -0.5 -0.1
C 1.974 -0.301 0.572 -1.0 0.6 2.0
C -2.665 -1.505 -0.462 -2.4 1.6 0.6
C 1.652 1.221 0.321 5.9 -0.8 -0.1
C -1.683 -1.176 0.626 -2.3 -0.2 1.7
H -2.511 -0.653 -1.111 -0.1 -0.6 -1.3
H -2.137 -0.312 1.226 1.1 -0.3 -1.2
H -1.770 -1.916 1.394 0.4 -1.0 0.6
H 2.122 1.895 1.218 -1.5 -1.2 -0.8
H 2.440 -0.790 -0.301 -0.5 0.3 0.4
H 2.515 -0.479 1.502 1.6 0.5 -0.4
H -0.271 -0.233 -0.629 0.0 -0.5 -0.3
H 0.500 -0.080 1.765 -0.5 -1.5 -0.9
H 0.034 -2.083 -0.455 -1.1 2.0 0.8
H 1.993 2.835 -1.790 -2.0 0.2 0.3
H 0.523 3.253 -1.341 1.9 0.2 -2.0
H 0.651 1.291 0.132 -3.4 0.6 0.6
H -2.712 -2.508 -0.811 1.2 -0.6 -0.9


22
Properties=species:S:1:pos:R:3:forces:R:3 method="wB97M-V/def2-TZVPD" homo_ev="-8.84 / -8.84" e_tot_ev=-18853.7534 e_above_lowest_kj_mol=622.4
Si 0.526 0.021 -0.790 3.1 2.9 1.3
O -2.996 1.515 -0.541 0.7 -2.6 1.4
O -0.909 -0.589 -0.483 -2.8 0.2 0.5
N -2.834 0.475 0.059 -0.7 0.6 -1.1
C -3.427 -0.458 0.708 3.6 -1.4 0.7
C 1.676 0.244 0.835 -2.2 -2.9 -2.8
C 0.420 1.848 -1.539 2.4 0.2 -0.3
C 1.390 -1.107 -2.002 -0.1 0.9 -0.4
C -2.689 -1.643 1.410 -0.4 2.4 0.0
H 0.868 2.812 -1.117 -0.6 -1.7 0.3
H 1.104 -2.123 -1.801 0.1 -0.5 -0.2
H 2.642 0.419 0.558 2.7 1.0 -1.1
H 1.369 0.949 1.500 -1.1 1.9 2.0
H 0.771 1.962 -2.592 -0.4 -0.6 0.4
H 1.786 -0.732 1.268 -0.4 -0.6 0.8
H 2.473 -0.962 -2.080 -0.1 -0.2 0.4
H 0.996 -0.758 -2.963 -0.1 -0.5 -0.1
H -4.432 -0.477 1.035 -1.3 1.2 -0.4
H -0.615 1.927 -1.544 -2.2 0.8 -0.3
H -1.630 -1.576 1.271 0.6 0.8 0.6
H -2.848 -2.524 0.896 -1.1 -2.0 -1.1
H -3.079 -1.719 2.440 0.4 0.1 -0.5


Number 1: maximum force 5.5 eV Å⁻¹. Number 2: maximum force 1.5 eV Å⁻¹. Number 3: maximum force 4.2 eV Å⁻¹. Number 4: maximum force 5.7 eV Å⁻¹. Number 5: maximum force 4.8 eV Å⁻¹. Number 6: maximum force 6.6 eV Å⁻¹. Number 7: maximum force 2.1 eV Å⁻¹. Number 8: maximum force 5.4 eV Å⁻¹. Number 9: maximum force 6.0 eV Å⁻¹. Number 10: maximum force 4.6 eV Å⁻¹.